Molecular formula: C6H17AlNO2
Method: DFT, wB97M-V/def2-TZVPD

HOMO: -4.2 eV

```
! wB97M-V def2-TZVPD RIJCOSX def2/J DEFGRID3
* xyz -1 1
O 3.69 1.48 -0.16
C 3.03 2.50 0.58
C 2.02 3.30 -0.24
C 0.72 3.45 0.54
Al -0.21 1.61 0.57
H 2.98 0.96 -0.57
H 2.53 2.05 1.43
H 3.80 3.15 0.98
H 2.45 4.26 -0.53
H 1.85 2.74 -1.15
H 0.09 4.24 0.13
H 0.94 3.70 1.58
H 0.73 0.60 -0.33
H -1.73 1.67 0.04
H -0.17 1.03 2.09
C -2.65 -1.87 -1.02
C -1.96 -2.20 0.29
O -1.89 -1.41 1.19
N -1.39 -3.45 0.40
C -1.36 -4.51 -0.58
H -3.02 -0.85 -0.95
H -1.95 -1.92 -1.85
H -3.48 -2.55 -1.20
H -0.94 -3.60 1.28
H -1.84 -5.41 -0.18
H -0.33 -4.76 -0.84
H -1.88 -4.21 -1.48
*
```

***

Molecular formula: C68H190N14O20
Method: DFT, wB97M-V/def2-TZVPD

Energy above the lowest of the compared OMol25 structures with the same formula, charge and spin: 0.00 kJ/mol
HOMO: -8.8 eV

```
! wB97M-V def2-TZVPD RIJCOSX def2/J DEFGRID3
* xyz 0 1
C -2.14 -3.26 -4.67
C -2.00 -2.78 -6.13
C -3.17 -3.27 -7.02
O -3.23 -4.71 -7.12
C -4.42 -5.16 -7.78
N -2.14 -1.33 -5.98
H -2.87 -2.80 -3.99
H -1.20 -3.01 -4.19
H -2.30 -4.33 -4.68
H -1.02 -2.96 -6.57
H -3.13 -2.81 -8.01
H -4.05 -2.89 -6.51
H -4.72 -4.47 -8.57
H -5.33 -5.31 -7.19
H -4.27 -6.07 -8.35
H -3.05 -1.17 -5.57
H -2.16 -0.85 -6.87
C 5.41 3.51 -6.25
C 4.71 2.18 -6.04
C 3.67 2.16 -4.85
O 4.34 2.43 -3.59
C 3.51 2.44 -2.47
N 4.10 1.82 -7.35
H 6.30 3.41 -6.86
H 5.72 3.98 -5.32
H 4.84 4.27 -6.78
H 5.48 1.45 -5.78
H 3.14 1.23 -4.64
H 2.87 2.87 -5.03
H 2.92 1.57 -2.20
H 2.80 3.27 -2.50
H 4.20 2.56 -1.63
H 4.74 1.52 -8.07
H 3.53 0.99 -7.23
C -1.57 5.64 5.50
C -1.16 4.89 6.74
C 0.26 4.39 6.59
O 0.22 3.36 5.62
C 1.55 3.04 5.35
N -1.14 5.77 7.91
H -2.58 6.00 5.65
H -1.65 4.97 4.64
H -0.91 6.50 5.40
H -1.84 4.04 6.85
H 0.73 4.05 7.52
H 0.86 5.25 6.28
H 1.57 2.15 4.72
H 2.17 2.87 6.23
H 2.06 3.80 4.77
H -0.50 6.52 7.69
H -0.55 5.37 8.63
C -1.25 0.58 6.80
C -0.99 0.33 5.34
C -1.69 -0.95 4.81
O -1.09 -2.09 5.41
C -1.52 -3.34 4.84
N -1.47 1.51 4.58
H -0.85 -0.26 7.37
H -2.29 0.81 7.03
H -0.73 1.48 7.14
H 0.08 0.18 5.17
H -1.48 -1.01 3.74
H -2.77 -0.97 4.90
H -0.76 -4.09 5.03
H -1.60 -3.28 3.75
H -2.49 -3.62 5.26
H -1.17 1.32 3.63
H -0.94 2.31 4.88
C -0.40 1.84 -5.30
C -0.43 1.41 -3.86
C -0.77 2.59 -2.92
O 0.31 3.50 -2.90
C 0.02 4.61 -2.05
N -1.31 0.31 -3.62
H 0.13 1.12 -5.93
H 0.26 2.71 -5.36
H -1.37 2.01 -5.75
H 0.59 1.19 -3.54
H -0.94 2.18 -1.93
H -1.72 3.05 -3.18
H -0.90 5.16 -2.28
H 0.84 5.33 -2.01
H -0.01 4.39 -0.98
H -1.15 -0.40 -4.31
H -2.26 0.64 -3.73
C 0.57 -2.07 -0.79
C -0.43 -1.20 -0.03
C 0.16 0.19 0.24
O -0.77 0.89 1.08
C -0.25 2.22 1.34
N -1.69 -1.10 -0.73
H 0.70 -1.70 -1.81
H 0.17 -3.08 -0.69
H 1.55 -2.15 -0.32
H -0.58 -1.59 0.98
H 0.31 0.73 -0.69
H 1.10 0.18 0.79
H 0.62 2.34 1.99
H -1.06 2.65 1.94
H -0.18 2.86 0.46
H -2.19 -0.39 -0.21
H -1.47 -0.69 -1.63
C -4.40 1.61 1.95
C -4.74 1.34 0.48
C -6.09 2.03 0.16
O -7.15 1.36 0.88
C -8.37 1.54 0.12
N -3.71 1.88 -0.40
H -3.40 1.29 2.24
H -5.15 1.17 2.60
H -4.46 2.68 2.18
H -4.89 0.29 0.22
H -6.25 2.03 -0.92
H -5.99 3.09 0.36
H -8.23 0.89 -0.75
H -8.49 2.52 -0.34
H -9.30 1.26 0.62
H -2.86 1.41 -0.12
H -3.47 2.85 -0.23
C 7.55 -0.55 1.00
C 8.18 0.40 -0.03
C 7.16 0.68 -1.19
O 6.74 -0.54 -1.82
C 5.72 -0.36 -2.76
N 8.46 1.62 0.69
H 7.21 -1.50 0.58
H 6.70 0.01 1.37
H 8.17 -0.79 1.87
H 9.09 -0.11 -0.34
H 7.58 1.30 -1.97
H 6.29 1.14 -0.73
H 5.50 -1.29 -3.27
H 6.08 0.40 -3.45
H 4.81 0.06 -2.34
H 8.69 1.34 1.63
H 7.58 2.09 0.87
C -5.36 -4.55 -0.04
C -4.19 -3.56 0.13
C -3.34 -3.64 1.45
O -4.09 -3.46 2.70
C -4.68 -2.23 2.95
N -3.38 -3.65 -1.08
H -6.09 -4.47 0.76
H -4.94 -5.55 -0.15
H -5.95 -4.40 -0.94
H -4.56 -2.54 0.08
H -2.54 -2.92 1.28
H -2.86 -4.62 1.54
H -5.00 -2.23 3.99
H -5.63 -2.13 2.41
H -3.97 -1.41 2.83
H -3.94 -3.44 -1.90
H -2.54 -3.10 -1.14
C 3.50 1.82 1.48
C 4.31 2.70 2.32
C 4.92 2.01 3.56
O 4.10 1.78 4.60
C 4.78 1.27 5.77
N 5.33 3.35 1.47
H 4.09 1.07 0.95
H 2.95 2.33 0.69
H 2.73 1.25 2.01
H 3.64 3.46 2.71
H 5.70 2.71 3.87
H 5.50 1.13 3.28
H 5.43 2.05 6.15
H 5.32 0.36 5.50
H 4.09 0.94 6.55
H 4.94 4.02 0.82
H 5.86 3.94 2.10
C 3.72 -2.46 -6.35
C 2.27 -2.21 -5.99
C 2.11 -2.07 -4.45
O 2.46 -3.31 -3.70
C 1.42 -4.26 -3.70
N 1.81 -1.02 -6.58
H 3.88 -2.67 -7.40
H 4.19 -3.26 -5.77
H 4.33 -1.57 -6.18
H 1.65 -2.99 -6.44
H 1.06 -1.83 -4.28
H 2.62 -1.22 -4.01
H 1.10 -4.61 -4.68
H 0.55 -3.81 -3.21
H 1.68 -5.10 -3.07
H 1.01 -0.68 -6.06
H 1.39 -1.37 -7.43
C -5.86 -0.05 -5.02
C -5.42 0.44 -3.68
C -4.88 -0.64 -2.75
O -5.74 -1.73 -2.38
C -6.99 -1.38 -1.74
N -4.33 1.40 -3.89
H -6.25 0.74 -5.67
H -6.57 -0.88 -4.98
H -4.98 -0.38 -5.58
H -6.16 1.09 -3.21
H -4.58 -0.20 -1.79
H -3.92 -1.08 -3.03
H -7.64 -2.25 -1.86
H -7.47 -0.48 -2.13
H -6.80 -1.24 -0.68
H -4.69 2.19 -4.40
H -4.01 1.78 -3.01
C 1.83 5.85 1.77
C 2.18 7.35 2.04
C 1.34 8.38 1.27
O 0.02 8.43 1.85
C -0.81 9.42 1.37
N 2.18 7.69 3.48
H 0.77 5.67 1.98
H 2.36 5.20 2.46
H 2.04 5.52 0.75
H 3.20 7.45 1.68
H 1.32 8.07 0.23
H 1.80 9.37 1.38
H -1.08 9.39 0.31
H -0.42 10.43 1.55
H -1.70 9.28 1.98
H 2.22 8.69 3.55
H 1.22 7.50 3.72
C 4.39 -2.21 3.79
C 3.03 -1.73 3.18
C 1.91 -2.85 3.10
O 2.21 -3.78 2.08
C 1.15 -4.67 1.87
N 2.66 -0.69 4.14
H 4.79 -3.08 3.29
H 4.32 -2.45 4.85
H 5.06 -1.36 3.70
H 3.15 -1.30 2.19
H 0.99 -2.30 2.91
H 1.77 -3.38 4.04
H 0.90 -5.36 2.67
H 1.45 -5.18 0.96
H 0.28 -4.08 1.55
H 3.31 0.08 4.19
H 1.80 -0.31 3.78
C 0.11 -8.33 1.69
C -1.35 -8.20 2.19
O -1.74 -6.83 2.22
H 0.35 -9.38 1.50
H 0.74 -7.96 2.51
H 0.36 -7.85 0.75
H -1.42 -8.63 3.19
H -2.04 -8.80 1.60
H -1.72 -6.44 1.34
C -2.93 5.52 1.91
C -2.71 5.87 0.43
O -3.17 4.78 -0.33
H -2.22 4.76 2.21
H -3.90 5.06 2.13
H -3.07 6.38 2.57
H -1.68 6.15 0.21
H -3.38 6.65 0.09
H -3.36 5.16 -1.19
C 3.19 -7.19 -0.81
C 3.59 -8.42 0.03
O 4.89 -8.40 0.56
H 3.77 -6.33 -0.48
H 2.15 -6.95 -0.61
H 3.37 -7.42 -1.87
H 3.46 -9.34 -0.55
H 2.87 -8.32 0.84
H 5.42 -8.55 -0.23
C -4.71 3.92 5.47
C -5.33 5.23 5.94
O -5.87 4.96 7.20
H -5.45 3.15 5.22
H -4.00 3.58 6.22
H -4.12 4.03 4.56
H -6.09 5.61 5.25
H -4.62 6.05 6.01
H -5.17 4.82 7.85
C -0.81 -6.84 -2.28
C -2.09 -7.09 -1.48
O -1.97 -6.23 -0.37
H -0.79 -5.84 -2.73
H -0.67 -7.63 -3.01
H -0.04 -6.84 -1.51
H -2.26 -8.15 -1.25
H -2.90 -6.80 -2.15
H -2.33 -5.37 -0.61
C 5.68 -3.87 -0.22
C 4.57 -3.41 -1.17
O 4.94 -3.67 -2.49
H 6.60 -3.28 -0.22
H 6.04 -4.86 -0.52
H 5.28 -3.96 0.78
H 4.45 -2.33 -1.08
H 3.60 -3.82 -0.89
H 4.18 -3.49 -3.05
*
```

***

Number 1: total energy -686.47621 hartree. Number 2: total energy -4975.77031 hartree.